Record 1
Entry from the Open Molecules 2025 dataset: C2H6BNO3 in the gas phase (ωB97M-V/def2-TZVPD).

Summary:
HOMO level (alpha / beta)	-5.7 / -10.9	eV
2S+1	3

The geometry in XYZ format:
```
13
Properties=species:S:1:pos:R:3:mulliken_charge:R:1
B -0.99 0.47 1.04 0.756
C 1.44 0.03 0.68 -0.355
C -0.02 -0.36 -1.07 -0.736
N 1.31 -0.09 -0.65 -0.076
O 0.32 0.12 1.39 -0.494
O -1.92 -0.58 1.24 -0.596
O -1.51 1.68 0.83 -0.435
H 2.23 0.53 1.15 0.432
H -0.43 -1.27 -0.65 0.299
H -0.05 -0.50 -2.18 0.365
H 1.96 0.14 -1.36 0.217
H -1.58 -1.27 1.85 0.309
H -2.42 1.58 0.63 0.313
```

=====

Record 2
Entry from the Open Molecules 2025 dataset: a gas-phase ion, C2H6BrClN5 (charge +1) (ωB97M-V/def2-TZVPD).

Summary:
charge	+1
HOMO level	-12.9	eV
SMILES	[H]/N=C(\[NH+]=C(N)N)N(Cl)Br
2S+1	1

The geometry in XYZ format:
```
15
Properties=species:S:1:pos:R:3:mulliken_charge:R:1
H -0.62 -1.81 1.89 0.258
N 0.23 -2.30 1.92 -0.604
C 0.83 -2.23 0.81 0.511
N 0.20 -1.47 -0.25 -0.383
C 0.45 -0.14 -0.44 0.639
N -0.18 0.38 -1.49 -0.407
N 1.07 0.66 0.43 -0.362
N 2.02 -2.78 0.49 -0.178
Cl 2.69 -3.89 1.63 0.044
Br 2.81 -2.38 -1.06 0.079
H 0.03 -2.07 -1.07 0.353
H 0.07 1.41 -1.85 0.302
H -0.75 -0.04 -2.22 0.245
H 0.78 1.57 0.75 0.247
H 1.60 0.30 1.19 0.257
```

=====

Max |F| / eV/Å: 4.039, 5.538
ΔE to the lowest compared entry with this formula, charge and spin / eV: 0.350, 0.000
M / g/mol: 102.89, 215.46